{
  "formula": "CH18N2O8",
  "method": "ωB97M-V/def2-TZVPD",
  "multiplicity": 1,
  "e_above_lowest_kj_mol": 307.86,
  "mol_weight_da": 186.2,
  "orbital_gap_ev": 9.75,
  "symbols": ["O", "O", "O", "O", "O", "O", "O", "O", "N", "N", "C", "H", "H", "H", "H", "H", "H", "H", "H", "H", "H", "H", "H", "H", "H", "H", "H", "H", "H"],
  "xyz": [[-3.6303, -1.2971, 3.8029], [0.3101, 0.5304, 6.1721], [-0.9512, 0.7934, 0.1544], [-2.5873, 3.5915, 3.8998], [2.4444, 3.0447, 2.0483], [2.8864, 6.3707, -1.1492], [1.3864, -5.3019, -2.3926], [-1.5511, 1.6705, -5.3198], [1.8627, -5.5928, -4.4662], [0.4458, -4.1384, -3.9949], [1.2574, -4.9902, -3.5590], [-4.2565, -0.8305, 4.3564], [-2.0961, 3.0249, 4.4948], [-1.3738, 0.2865, 0.8477], [-3.5011, 3.3353, 4.0241], [2.3020, -6.4924, -4.3330], [1.8089, -5.2098, -5.3992], [-1.2901, 0.8120, -5.6531], [-4.1596, -1.9399, 3.3309], [0.4593, -3.9556, -4.9881], [2.1755, 2.8361, 2.9430], [3.4828, 5.8263, -1.6630], [1.0241, 0.1952, 6.7144], [-0.0897, -3.5201, -3.4024], [-1.1677, 1.7146, -4.4439], [-0.3340, 1.3619, 0.6149], [-0.3147, -0.1931, 6.1238], [2.9982, 2.3091, 1.7865], [2.4593, 5.7589, -0.5496]]
}

{
  "formula": "C6H14O2",
  "method": "ωB97M-V/def2-TZVPD",
  "multiplicity": 1,
  "e_above_lowest_kj_mol": 159.95,
  "mol_weight_da": 118.2,
  "orbital_gap_ev": 10.36,
  "symbols": ["O", "O", "C", "C", "C", "C", "C", "C", "H", "H", "H", "H", "H", "H", "H", "H", "H", "H", "H", "H", "H", "H"],
  "xyz": [[0.4329, -2.3247, -1.3810], [2.4500, 0.2390, -3.3032], [-1.2491, -0.3823, 0.4958], [-0.1611, -1.4154, 0.7949], [-1.0437, 1.7201, 1.9807], [-0.7881, 1.0333, 0.6463], [0.9107, -1.5633, -0.2696], [-0.1811, 1.7223, -0.3254], [0.1511, 2.7263, -0.1262], [2.8087, 1.1186, -3.1158], [-0.1950, 2.1910, 2.4612], [-0.1049, 1.2460, -1.2980], [-2.1362, -0.5716, 1.1079], [0.2991, -1.2082, 1.7691], [-1.4762, 1.0075, 2.6873], [-1.6114, -0.5302, -0.5188], [-0.5979, -2.4041, 0.9099], [1.7663, -2.0263, 0.2297], [1.8262, 0.0881, -2.5924], [1.2364, -0.6334, -0.7134], [-0.5126, -2.4734, -1.2858], [-1.8241, 2.4408, 1.8471]]
}

{
  "formula": "C27H50BrN3O3P2",
  "method": "ωB97M-V/def2-TZVPD",
  "multiplicity": 1,
  "e_above_lowest_kj_mol": 0.00,
  "mol_weight_da": 606.6,
  "orbital_gap_ev": 4.50,
  "symbols": ["Br", "P", "P", "O", "O", "O", "N", "N", "N", "C", "C", "C", "C", "C", "C", "C", "C", "C", "C", "C", "C", "C", "C", "C", "C", "C", "C", "C", "C", "C", "C", "C", "C", "C", "C", "C", "H", "H", "H", "H", "H", "H", "H", "H", "H", "H", "H", "H", "H", "H", "H", "H", "H", "H", "H", "H", "H", "H", "H", "H", "H", "H", "H", "H", "H", "H", "H", "H", "H", "H", "H", "H", "H", "H", "H", "H", "H", "H", "H", "H", "H", "H", "H", "H", "H", "H"],
  "xyz": [[1.8939, 5.8542, 2.0420], [-2.4081, 0.7947, 0.9488], [0.5259, -0.8352, -2.8123], [0.3628, 1.8352, -5.2620], [-0.6710, 3.7563, -5.5885], [3.6198, -3.1357, 1.9815], [-0.7178, 0.2117, -2.0242], [-1.3796, 1.5477, -0.2673], [0.8157, 0.3965, -0.3414], [0.7324, -2.3708, -1.8133], [2.2294, -3.3260, 2.1686], [1.1448, 2.5995, 4.6223], [1.6669, -2.3554, 3.2026], [1.8563, 3.0362, 2.3776], [-1.0608, 2.9937, -0.0814], [0.7852, -0.1281, 1.0287], [-0.4971, 3.0081, 2.9175], [2.1770, -0.3783, 1.5902], [2.0653, -0.8745, 3.0288], [-2.5058, -1.8063, 1.9548], [1.7440, -3.2658, -2.5817], [-0.1798, 2.7318, 4.2533], [-5.2433, 0.4843, 0.8585], [0.5116, 3.1397, 1.9791], [3.8938, -4.8959, 0.2504], [-4.1064, 1.4872, 0.5901], [0.2744, 3.4376, 0.5137], [-2.5141, -1.0293, 0.6109], [-1.9814, 1.8874, -4.8222], [2.1770, 2.7362, 3.6951], [-0.1867, -1.4203, -4.3969], [-2.0647, 1.9155, -3.2723], [-0.6630, 2.4624, -5.2470], [-2.0232, 0.4949, -2.6345], [4.0346, -3.4097, 0.6601], [-0.4242, 0.7511, -0.8650], [-3.4240, -1.3035, 0.0748], [4.8844, -5.3021, 0.0555], [-5.2844, -0.2187, 0.0260], [-4.1081, 1.6925, -0.4883], [0.2686, 4.5342, 0.4695], [1.3830, 2.3589, 5.6538], [2.6940, -3.2522, -2.0504], [-2.7498, 2.5640, -5.1987], [-6.2026, 0.9972, 0.8667], [-5.0515, -0.0796, 1.7720], [0.2169, 0.4714, 1.7477], [0.5867, -2.5123, 3.2595], [1.3805, -4.2898, -2.6258], [-1.5301, 3.0972, 2.6089], [3.3957, -2.8260, -0.0223], [3.3200, -4.9581, -0.6760], [-2.2255, -0.1997, -3.4450], [-1.6881, -1.3922, -0.0038], [5.0489, -3.0467, 0.5116], [0.2915, -1.1094, 0.9920], [2.7037, 0.5788, 1.6234], [0.2634, 4.0111, -5.6457], [-0.2125, -2.8857, -1.6247], [-3.3718, -2.4627, 2.0087], [-1.1512, 2.3963, -2.9203], [-0.2592, -0.6318, -5.1424], [1.1365, 3.1481, -0.0888], [1.9626, -2.8984, -3.5833], [2.0926, -4.3366, 2.5728], [-1.8466, 3.4175, 0.5461], [1.3012, -0.2772, 3.5340], [2.0664, -2.6736, 4.1695], [0.3657, -2.2545, -4.8192], [1.2033, -2.1056, -0.8695], [-1.5995, -2.4020, 2.0555], [-1.2090, -1.7892, -4.2308], [3.3538, -5.4760, 0.9941], [2.9851, -0.7101, 3.5865], [-2.0982, 0.8998, -5.2584], [2.6536, 3.1536, 1.6574], [-0.9854, 2.6164, 4.9677], [1.6622, -3.2549, 1.2298], [-2.8882, 2.5132, -2.8916], [-2.8323, 0.3573, -1.9213], [-4.2296, 2.4367, 1.1059], [3.2226, 2.6251, 3.9509], [1.5399, 1.0919, -0.4909], [-1.1633, 3.4888, -1.0498], [-2.5319, -1.1016, 2.7875], [2.7762, -1.0311, 0.9548]]
}

{
  "formula": "C46H61NP3PdTe",
  "method": "ωB97M-V/def2-TZVPD",
  "multiplicity": 5,
  "e_above_lowest_kj_mol": 178.04,
  "mol_weight_da": 954.9,
  "orbital_gap_ev": [6.50, 5.10],
  "total_charge": 3,
  "symbols": ["Te", "Pd", "P", "P", "P", "N", "C", "C", "C", "C", "C", "C", "C", "C", "C", "C", "C", "C", "C", "C", "C", "C", "C", "C", "C", "C", "C", "C", "C", "C", "C", "C", "C", "C", "C", "C", "C", "C", "C", "C", "C", "C", "C", "C", "C", "C", "C", "C", "C", "C", "C", "C", "H", "H", "H", "H", "H", "H", "H", "H", "H", "H", "H", "H", "H", "H", "H", "H", "H", "H", "H", "H", "H", "H", "H", "H", "H", "H", "H", "H", "H", "H", "H", "H", "H", "H", "H", "H", "H", "H", "H", "H", "H", "H", "H", "H", "H", "H", "H", "H", "H", "H", "H", "H", "H", "H", "H", "H", "H", "H", "H", "H", "H"],
  "xyz": [[1.1350, -1.2048, -3.3014], [1.7446, -1.4950, -0.9132], [0.6701, -3.6852, -0.4967], [3.4689, 0.2017, -0.5134], [-3.1430, 3.5059, -0.8986], [1.8036, -1.7517, 1.1065], [-6.1190, 3.9893, -4.3860], [-4.3407, 3.7269, -2.2271], [-3.1173, 0.8691, 0.1884], [4.1855, 2.8672, -0.8442], [2.9166, -1.3420, 3.2697], [1.6758, 2.4678, -0.3533], [4.2126, 0.8521, 2.1590], [-0.9544, -4.0524, 1.7820], [0.6746, -2.1676, 1.6601], [-4.9697, 2.3213, 0.7647], [6.3892, 0.1352, -0.2327], [-3.4885, 4.7966, 0.4410], [-4.1767, 6.9993, 1.1289], [-1.8080, -2.8678, -1.3805], [0.0450, -3.3453, 1.0856], [-3.7630, 2.1247, 0.1094], [-0.4618, 0.2226, -3.1736], [-2.6599, 4.6336, 1.5846], [1.3097, -6.4038, -1.0180], [0.0102, -1.5783, 2.7954], [-0.7138, -3.8197, -1.8213], [-3.7056, -0.2276, 0.7819], [-4.2299, 4.8170, -3.1083], [-5.1609, 4.9874, -4.1080], [-1.5157, -3.5408, 2.9330], [-0.9788, -2.2648, 3.4048], [5.2312, 1.4941, 4.3962], [3.6825, -0.4534, 4.1403], [-4.9941, -0.0699, 1.3984], [-5.2716, 2.7391, -2.4670], [5.1586, -0.3575, -1.0322], [-6.0962, 2.9207, -3.5806], [-2.4372, -4.2495, 3.7435], [-1.2212, -5.1564, -2.3855], [3.0269, 1.9510, -0.9952], [2.6789, -5.2152, 0.8423], [5.2120, -1.9053, -1.1146], [3.5076, -0.0011, 1.3236], [-3.3663, 6.8781, 2.2837], [-4.2059, 6.0043, 0.1923], [-5.5611, 1.1829, 1.4570], [2.7353, -1.0950, 1.9168], [4.3739, 0.6126, 3.5901], [2.5032, 0.3060, -4.1204], [-2.6471, 5.6991, 2.5117], [1.8794, -5.0074, -0.4651], [5.8481, 2.2477, 3.8873], [-6.8758, 4.0320, -5.2174], [-6.5197, 1.2596, 2.0023], [4.7234, 1.9135, 5.3291], [-3.4977, -3.8888, 3.7582], [2.4129, 0.2436, -5.2333], [-3.2132, -1.2527, 0.7945], [-1.6820, -5.7928, -1.6786], [2.0032, -7.1687, -0.9370], [0.4422, -0.6871, 3.2646], [1.7571, 2.3598, 0.7085], [-0.1527, 1.1592, -3.5842], [-0.4282, -5.7863, -2.7314], [-2.6491, -2.9089, -2.1031], [-1.3273, -4.9183, 1.2364], [-0.9213, 0.2959, -2.2068], [6.2968, -0.2122, 0.7713], [4.5339, 3.1245, 0.1477], [-1.8866, -4.9790, -3.2236], [-5.1424, 5.9431, -4.6641], [-2.0977, 0.6943, -0.1492], [2.0583, -5.3219, 1.7689], [6.4630, 1.2151, -0.1932], [7.3619, -0.2726, -0.7076], [0.4182, -6.7536, -0.5067], [3.3479, -4.3459, 0.9861], [4.1540, -2.3264, -1.1101], [0.6784, 1.9774, -0.8212], [2.6797, -4.7737, -1.2606], [-2.1593, -4.2620, 4.8144], [3.7939, -0.7780, 5.1744], [-1.2580, -0.1912, -3.8586], [3.7691, 3.8473, -1.2150], [5.9957, 0.8411, 4.7818], [5.7703, -2.3969, -0.2857], [-2.0372, 5.5615, 3.4278], [5.1257, 0.0297, -2.0663], [1.1393, -6.2399, -2.1311], [2.6813, 1.9367, -2.0103], [-6.7838, 2.0683, -3.8243], [3.3848, -0.1274, -3.6872], [2.3287, -2.0666, 3.7846], [-1.4334, -1.8347, -1.2831], [-1.4452, -1.8596, 4.3118], [4.6378, 1.8115, 1.8188], [-2.5377, -5.3262, 3.3881], [1.5620, 3.5526, -0.6203], [5.7068, -2.2688, -2.0661], [-3.4165, 7.6822, 3.0029], [-5.5509, 1.9255, -1.7936], [3.3340, -6.0416, 0.6908], [-2.1302, -3.2191, -0.3838], [-0.1215, -3.3917, -2.6999], [-5.3585, -0.9410, 1.9388], [-4.7374, 7.9682, 0.9507], [-5.3634, 3.3911, 0.8060], [-4.7048, 6.1278, -0.7594], [-2.1103, 3.6759, 1.7843], [2.3356, 1.3079, -3.7752], [5.0283, 2.6453, -1.5157], [-3.3537, 5.4470, -3.0805]]
}

{
  "formula": "C20H32BO40S8",
  "method": "ωB97M-V/def2-TZVPD",
  "multiplicity": 1,
  "e_above_lowest_kj_mol": 52.52,
  "mol_weight_da": 1179.8,
  "orbital_gap_ev": 10.39,
  "total_charge": -1,
  "symbols": ["S", "S", "S", "S", "S", "S", "S", "S", "O", "O", "O", "O", "O", "O", "O", "O", "O", "O", "O", "O", "O", "O", "O", "O", "O", "O", "O", "O", "O", "O", "O", "O", "O", "O", "O", "O", "O", "O", "O", "O", "O", "O", "O", "O", "O", "O", "O", "O", "C", "C", "C", "C", "C", "C", "C", "C", "C", "C", "C", "C", "C", "C", "C", "C", "C", "C", "C", "C", "B", "H", "H", "H", "H", "H", "H", "H", "H", "H", "H", "H", "H", "H", "H", "H", "H", "H", "H", "H", "H", "H", "H", "H", "H", "H", "H", "H", "H", "H", "H", "H", "H"],
  "xyz": [[-3.7561, 3.3729, -3.5801], [-3.9243, 3.0687, 2.1028], [-1.5650, 1.6394, 6.0804], [1.8968, 0.1616, -4.8374], [1.2257, 6.9357, -0.0797], [6.9292, -1.7978, 1.5682], [-2.0922, -3.7503, -5.6151], [-0.9962, -8.5427, 3.7291], [-1.3179, -2.4573, -5.0923], [5.8509, -2.1643, 2.6980], [0.5548, 0.5758, -4.0698], [1.8015, -4.3441, 1.8151], [-0.3198, 0.6561, 6.0242], [1.4498, 1.3507, -1.4496], [-0.8870, -8.9088, 5.0727], [-2.2233, 3.2101, -3.2431], [-0.2949, -4.7535, -0.3248], [-0.2318, -0.4799, 0.8736], [1.4496, 5.3729, -0.3653], [-2.2192, -4.4333, -4.1948], [2.3187, -1.1036, -4.3920], [1.6007, -0.7314, -0.5872], [1.3868, -2.2160, 1.3412], [-2.1956, 0.9717, 4.7810], [-1.8324, -9.2449, 2.8322], [-1.2671, -4.4788, -6.4989], [-2.5069, 3.5669, 2.7097], [6.2179, -0.4320, 1.1813], [0.4855, -8.3949, 3.1277], [-4.2503, 2.4021, -2.3783], [-0.4896, 1.7416, 0.6194], [6.8375, -2.7903, 0.5576], [0.0858, 7.0297, 0.7538], [1.3504, 7.7579, -1.2029], [-3.3588, -3.3324, -6.0795], [2.5716, 7.0091, 0.7738], [-4.8546, 3.1548, 3.1523], [-2.3919, 1.4078, 7.1927], [1.1803, -0.0495, -6.2316], [-4.0872, 4.2718, 1.0501], [-1.3172, -6.9903, 3.5891], [-4.0221, 2.7546, -4.8129], [8.1689, -1.5490, 2.1747], [-4.1563, 4.6941, -3.3689], [2.8246, 1.2176, -4.9074], [-0.0835, -2.5247, -0.4478], [-3.7817, 1.8577, 1.3795], [-1.1596, 2.9628, 5.7661], [0.2085, -3.7285, 0.0231], [-3.1794, 1.5394, -1.8972], [4.5743, -1.8175, 2.1949], [-0.0118, 0.6882, 0.3226], [-0.1590, 0.3915, -6.3217], [-1.9523, 2.3869, -2.1167], [2.7567, 5.8272, 1.5250], [-0.4339, -2.8478, -4.0456], [0.5005, -7.3620, 2.1419], [1.8771, 4.7530, 0.8189], [1.1602, -3.5254, 1.2242], [-3.1787, 5.3592, 1.3687], [-1.2363, 0.4559, 3.8763], [4.8518, -0.4326, 1.6302], [0.1226, 0.5547, 4.6496], [-1.2406, -3.9101, -3.2646], [1.1355, 0.5200, -0.6736], [-1.9729, 4.6666, 1.9398], [-0.4991, 0.9736, -4.9471], [-0.7307, -6.4600, 2.4005], [0.6667, -1.4846, 0.2842], [3.8098, -1.7467, 2.9633], [-0.3375, -5.4686, 2.6236], [-0.6893, -4.7530, -2.8736], [-1.7335, -3.3386, -2.4792], [-3.1669, 0.6933, -2.5959], [-0.1228, -1.9936, -3.4527], [2.5198, 3.9068, 0.5962], [1.3640, -6.7242, 2.3126], [-0.4069, 2.0582, -5.0417], [-0.8120, -0.3926, -6.7023], [-3.3187, 1.1553, -0.8922], [0.5623, -7.7607, 1.1309], [-1.3914, 5.2898, 2.6130], [-1.4274, -0.5830, 3.6287], [-1.5037, 0.7541, -4.6017], [0.7456, -0.3307, 4.6301], [-0.2389, 1.1525, -7.1017], [2.4979, 5.9353, 2.5776], [-1.7501, 3.1263, -1.3523], [-1.3485, 4.1620, 1.1995], [-1.4157, -6.2760, 1.5744], [4.1869, -2.5147, 1.4510], [-3.7118, 6.0149, 2.0580], [4.8382, 0.3358, 2.4150], [-1.0164, 1.8517, -2.2787], [-1.2583, 1.1512, 3.0413], [-2.9403, 5.8740, 0.4402], [0.6450, 1.4511, 4.3157], [3.8195, 5.6075, 1.4598], [0.5081, -3.2988, -4.3745], [4.1537, 0.0089, 0.9186], [1.0755, 4.4307, 1.4771]]
}

{
  "formula": "C18H25N5O",
  "method": "ωB97M-V/def2-TZVPD",
  "multiplicity": 1,
  "e_above_lowest_kj_mol": 135.94,
  "mol_weight_da": 327.4,
  "orbital_gap_ev": 8.25,
  "symbols": ["O", "N", "N", "N", "N", "N", "C", "C", "C", "C", "C", "C", "C", "C", "C", "C", "C", "C", "C", "C", "C", "C", "C", "C", "H", "H", "H", "H", "H", "H", "H", "H", "H", "H", "H", "H", "H", "H", "H", "H", "H", "H", "H", "H", "H", "H", "H", "H", "H"],
  "xyz": [[-5.3916, -0.0764, -1.8223], [-1.9635, -1.9938, 2.2302], [3.7134, 0.3720, -0.5111], [0.1753, -1.7081, 3.2059], [1.7338, -0.1541, 2.6223], [-0.4467, 0.6664, 0.4455], [-3.3806, 1.0957, -1.7532], [-2.4387, -0.4205, 0.3368], [6.0176, -0.0991, 0.2011], [4.9674, -0.2511, -0.8945], [-1.6483, 0.6082, -0.2160], [-7.0186, -0.5128, -0.0450], [-0.4327, -0.2959, 1.4280], [-1.0174, -2.2760, 3.0947], [2.9405, -0.3855, 0.4517], [-3.7112, -0.6944, -0.1575], [-1.6629, -0.9974, 1.3920], [2.5342, 0.5211, 1.6319], [3.4249, 2.2860, -2.0232], [0.5073, -0.7102, 2.3844], [-6.3211, -1.0079, -1.3090], [-4.1801, 0.0725, -1.2091], [-2.1220, 1.3745, -1.2733], [2.9486, 0.8894, -1.6326], [-3.7932, 1.6616, -2.5735], [6.9682, -0.5034, -0.1374], [-1.5257, 2.1641, -1.7058], [3.5384, -1.2125, 0.8427], [-5.8398, -1.9779, -1.1331], [0.2695, 1.3484, 0.2679], [-4.2775, -1.4915, 0.2938], [1.8973, 0.9481, -1.3415], [6.1467, 0.9526, 0.4415], [-7.7608, -1.2402, 0.2721], [1.9972, 1.3956, 1.2569], [-1.2208, -3.0741, 3.7967], [4.8336, -1.3192, -1.1390], [2.0362, -0.8241, 0.0040], [-6.3035, -0.3641, 0.7601], [5.3297, 0.2502, -1.7935], [5.7239, -0.6256, 1.1053], [3.0072, 0.2191, -2.5059], [3.3651, 2.9510, -1.1657], [-7.5137, 0.4344, -0.2447], [2.2470, -0.6999, 3.3016], [4.4563, 2.2640, -2.3639], [3.4384, 0.8873, 2.1210], [2.8057, 2.6819, -2.8243], [-7.0534, -1.1284, -2.1129]]
}